No. 1
Formula: C24H49N2O10
Source: the Open Molecules 2025 dataset
Level of theory: wB97M-V/def2-TZVPD

```
! RIJCOSX wB97M-V def2-TZVPD def2/J DEFGRID3
* xyz 1 1
C 4.05 1.77 3.76
C 3.44 2.25 2.47
O 2.34 1.43 2.08
C 2.44 0.78 0.84
C 1.63 1.48 -0.23
O 0.23 1.26 -0.03
C -0.42 0.51 -1.02
C -1.56 -0.18 -0.35
C -1.51 -1.46 0.18
C -2.60 -2.03 0.83
C -2.51 -3.44 1.37
O -3.57 -4.27 0.97
O -3.45 -4.43 -0.44
C -3.78 -1.27 0.96
O -4.87 -1.79 1.56
C -5.06 -1.45 2.95
C -6.03 -0.29 3.16
N -7.31 -0.53 2.51
C -7.73 0.35 1.43
C -7.71 1.87 1.68
C -8.89 2.58 1.04
O -6.46 2.35 1.12
C -3.81 0.00 0.40
N -2.72 0.49 -0.22
H 3.36 1.94 4.58
H 4.94 2.37 3.96
H 4.37 0.73 3.70
H 4.19 2.31 1.68
H 3.07 3.27 2.61
H 3.48 0.68 0.52
H 2.03 -0.22 0.97
H 1.80 2.55 -0.17
H 1.94 1.14 -1.22
H 0.22 -0.24 -1.49
H -0.82 1.17 -1.80
H -0.59 -2.02 0.08
H -2.55 -3.44 2.46
H -1.57 -3.88 1.03
H -4.29 -4.06 -0.74
H -5.44 -2.35 3.42
H -4.08 -1.22 3.39
H -6.17 -0.20 4.24
H -5.57 0.64 2.84
H -8.04 -0.65 3.18
H -7.11 0.16 0.55
H -8.73 0.05 1.15
H -7.69 2.04 2.76
H -9.74 2.61 1.71
H -9.18 2.08 0.12
H -8.61 3.60 0.77
H -6.38 3.28 1.34
H -4.68 0.64 0.45
H -2.78 1.42 -0.59
C 7.22 2.27 1.37
O 6.82 1.00 1.84
C 6.72 0.03 0.81
C 7.93 -0.89 0.78
O 9.10 -0.19 0.42
C 9.95 0.11 1.51
H 7.42 2.90 2.23
H 8.11 2.22 0.74
H 6.41 2.73 0.79
H 6.61 0.51 -0.17
H 5.83 -0.57 1.00
H 7.75 -1.67 0.03
H 8.05 -1.38 1.75
H 10.42 -0.79 1.90
H 9.40 0.61 2.31
H 10.72 0.78 1.14
C -0.89 -1.45 -4.40
O -0.59 -0.47 -5.37
C 0.60 0.26 -5.11
C 1.78 -0.26 -5.90
O 2.14 -1.56 -5.49
C 1.71 -2.58 -6.38
H -1.71 -2.05 -4.77
H -0.03 -2.10 -4.20
H -1.20 -0.97 -3.46
H 0.83 0.23 -4.04
H 0.41 1.31 -5.38
H 2.63 0.40 -5.72
H 1.55 -0.23 -6.96
H 2.28 -2.55 -7.31
H 0.65 -2.49 -6.61
H 1.89 -3.53 -5.89
*
```

Summary:
HOMO-LUMO gap = 7.0 eV
HOMO level = -0.3983 hartree
LUMO level = -3.86 eV
ΔE to the lowest compared entry with this formula, charge and spin = 0.0 kcal/mol


No. 2
Formula: C4H9NO
Source: the Open Molecules 2025 dataset
Level of theory: wB97M-V/def2-TZVPD

```
! RIJCOSX wB97M-V def2-TZVPD def2/J DEFGRID3
* xyz 0 1
C -1.62 1.75 0.07
C -1.15 0.33 0.31
C 0.34 0.19 0.15
O 1.12 1.11 -0.03
N 0.71 -1.11 0.08
C 1.98 -1.54 -0.43
H -1.33 2.08 -0.93
H -2.71 1.81 0.16
H -1.16 2.43 0.79
H -1.45 -0.04 1.30
H -1.59 -0.36 -0.42
H 0.14 -1.83 0.51
H 1.81 -2.42 -1.08
H 2.43 -0.77 -1.06
H 2.45 -1.64 0.55
*
```

Summary:
structure (SMILES) = CCC(=O)NC
HOMO-LUMO gap = 10.3 eV
HOMO level = -0.3468 hartree
LUMO level = 0.84 eV
ΔE to the lowest compared entry with this formula, charge and spin = 19.0 kcal/mol


No. 3
Formula: C34H62N3O18PS5
Source: the Open Molecules 2025 dataset
Level of theory: wB97M-V/def2-TZVPD

```
! RIJCOSX wB97M-V def2-TZVPD def2/J DEFGRID3
* xyz 0 1
C 3.09 -1.69 3.76
C 2.96 -1.53 2.28
O 3.20 -0.51 1.70
N 2.53 -2.73 1.54
C 3.73 -3.21 0.83
C 1.39 -2.51 0.65
P 0.32 -1.08 1.31
N 0.25 -1.02 2.88
C 1.84 -2.21 -0.82
O 2.65 -1.45 -1.22
O 1.17 -3.07 -1.66
C -0.06 -3.32 -0.99
N -0.80 -4.36 -1.73
C -1.84 -4.00 -2.26
O -2.83 -3.75 -2.75
C 0.40 -3.70 0.41
C 0.95 -5.13 0.39
C 1.27 -5.69 1.79
C 2.28 -6.80 1.77
O 1.99 -7.96 1.94
O 3.54 -6.42 1.51
O -0.59 -3.64 1.43
C -1.83 -4.23 1.15
C -2.77 -4.00 2.34
C -3.47 -2.66 2.22
O -3.78 -5.00 2.34
H 2.77 -2.69 4.05
H 4.12 -1.55 4.05
H 2.44 -0.94 4.19
H 4.27 -2.41 0.33
H 3.49 -3.97 0.10
H 4.40 -3.67 1.55
H -0.95 -1.20 0.71
H 0.89 0.07 0.77
H -0.70 -1.18 3.18
H -0.60 -2.37 -1.05
H 0.16 -5.76 -0.01
H 1.78 -5.25 -0.30
H 0.37 -6.17 2.18
H 1.53 -4.90 2.49
H 4.04 -7.24 1.40
H -2.30 -3.77 0.28
H -1.77 -5.30 0.95
H -2.16 -4.06 3.24
H -4.37 -2.66 2.82
H -2.81 -1.88 2.58
H -3.71 -2.48 1.18
H -3.36 -5.86 2.49
C 5.00 3.37 -2.36
C 4.36 1.97 -2.39
C 4.13 1.54 -0.93
S 3.93 3.06 0.01
O 5.03 3.20 0.93
O 2.57 3.18 0.46
C 4.20 4.19 -1.36
H 5.01 3.83 -3.35
H 6.04 3.29 -2.02
H 3.40 2.03 -2.91
H 4.97 1.25 -2.91
H 3.24 0.93 -0.80
H 4.99 1.02 -0.52
H 4.71 5.08 -1.00
H 3.22 4.46 -1.76
C -2.02 2.57 -1.43
C -0.76 3.43 -1.58
C 0.44 2.49 -1.73
S -0.20 1.01 -2.50
O -0.01 -0.08 -1.57
O 0.28 0.89 -3.86
C -1.92 1.50 -2.52
H -2.93 3.15 -1.52
H -2.02 2.10 -0.44
H -0.84 4.05 -2.47
H -0.62 4.10 -0.73
H 1.21 2.90 -2.38
H 0.87 2.21 -0.77
H -2.56 0.63 -2.35
H -2.12 1.93 -3.50
C 1.44 6.01 -6.94
C 0.76 4.63 -6.99
C 0.49 4.21 -5.54
S 0.29 5.73 -4.61
O 1.37 5.82 -3.65
O -1.08 5.86 -4.18
C 0.62 6.85 -5.96
H 1.48 6.48 -7.93
H 2.46 5.91 -6.58
H -0.18 4.71 -7.54
H 1.37 3.90 -7.51
H -0.42 3.61 -5.44
H 1.33 3.66 -5.11
H 1.14 7.72 -5.58
H -0.34 7.14 -6.39
C -0.22 2.27 6.92
C 0.86 3.34 7.11
C 2.22 2.63 7.05
S 1.98 1.19 6.01
O 2.17 0.01 6.81
O 2.70 1.36 4.77
C 0.23 1.42 5.73
H -1.20 2.71 6.74
H -0.29 1.65 7.81
H 0.79 4.07 6.30
H 0.74 3.88 8.05
H 3.00 3.25 6.60
H 2.54 2.28 8.03
H -0.25 0.45 5.67
H 0.12 1.95 4.79
C -6.28 -2.65 -1.55
C -7.76 -2.28 -1.36
C -7.83 -1.13 -0.35
S -6.27 -0.24 -0.51
O -5.53 -0.38 0.72
O -6.51 1.06 -1.08
C -5.55 -1.32 -1.74
H -6.13 -3.31 -2.40
H -5.91 -3.15 -0.66
H -8.18 -1.96 -2.31
H -8.35 -3.14 -1.02
H -8.64 -0.44 -0.54
H -7.89 -1.49 0.68
H -4.48 -1.38 -1.57
H -5.75 -0.89 -2.72
*
```

Summary:
structure (SMILES) = CC(=O)N(C)[C@@]1([PH2]=N)C(=O)O[C@@H](N=C=O)[C@]1(CCC(=O)O)OC[C@@H](C)O.O=S1(=O)CCCC1.O=S1(=O)CCCC1.O=S1(=O)CCCC1.O=S1(=O)CCCC1.O=S1(=O)CCCC1
HOMO-LUMO gap = 8.7 eV
HOMO level = -0.3091 hartree
LUMO level = 0.31 eV


No. 4
Formula: C30H60O18S3
Source: the Open Molecules 2025 dataset
Level of theory: wB97M-V/def2-TZVPD

```
! RIJCOSX wB97M-V def2-TZVPD def2/J DEFGRID3
* xyz 0 1
C 0.04 -2.48 5.60
C 1.00 -3.30 4.77
C 0.39 -3.25 3.36
O -0.20 -1.95 3.33
C -0.26 -1.34 4.62
H 0.53 -2.12 6.50
H -0.90 -2.98 5.82
H 1.18 -4.31 5.16
H 2.05 -2.96 4.75
H -0.40 -3.98 3.16
H 1.21 -3.51 2.69
H -1.25 -0.93 4.82
H 0.57 -0.63 4.68
C 5.38 -0.24 -4.38
C 4.07 -0.74 -3.80
C 3.38 0.52 -3.31
O 3.76 1.48 -4.29
C 4.86 1.04 -5.07
H 5.70 -0.92 -5.18
H 6.11 -0.06 -3.60
H 4.19 -1.53 -3.06
H 3.45 -1.11 -4.63
H 3.75 0.80 -2.31
H 2.31 0.35 -3.20
H 5.57 1.86 -5.16
H 4.52 0.77 -6.08
C -0.41 3.50 2.80
C 1.00 3.11 2.38
C 1.52 4.34 1.65
O 0.36 4.91 1.03
C -0.71 4.76 1.95
H -0.41 3.63 3.88
H -1.16 2.76 2.53
H 1.11 2.28 1.68
H 1.69 2.99 3.22
H 2.23 4.14 0.85
H 1.96 5.16 2.24
H -1.65 4.65 1.41
H -0.78 5.67 2.57
C -5.42 0.19 2.78
C -4.46 -0.50 1.84
C -4.01 -1.74 2.56
O -5.14 -2.08 3.39
C -6.12 -1.04 3.39
H -6.11 0.92 2.35
H -4.92 0.70 3.62
H -3.68 0.15 1.45
H -5.05 -0.75 0.95
H -3.19 -1.59 3.28
H -3.67 -2.55 1.90
H -6.40 -0.92 4.44
H -7.01 -1.28 2.80
C 1.73 3.28 -2.70
C 2.33 4.54 -3.31
C 1.17 5.50 -3.48
O 0.24 5.11 -2.48
C 0.30 3.71 -2.22
H 2.40 2.88 -1.95
H 1.48 2.58 -3.49
H 2.82 4.19 -4.23
H 3.11 5.05 -2.73
H 0.73 5.49 -4.49
H 1.45 6.52 -3.25
H -0.42 3.08 -2.74
H 0.29 3.59 -1.14
C 3.54 -2.12 1.74
C 4.75 -2.70 0.97
C 5.08 -1.52 0.07
O 4.93 -0.39 0.91
C 3.82 -0.63 1.79
H 3.56 -2.59 2.73
H 2.59 -2.47 1.33
H 4.49 -3.61 0.43
H 5.54 -2.95 1.68
H 4.40 -1.51 -0.79
H 6.10 -1.59 -0.29
H 2.99 -0.03 1.41
H 4.03 -0.25 2.78
C -1.03 -1.05 0.62
C 0.40 -0.58 0.32
O 0.57 -0.61 -1.09
S -0.86 -0.67 -1.84
O -0.93 -1.95 -2.50
O -1.14 0.51 -2.59
O -1.78 -0.59 -0.51
H -1.35 -0.58 1.55
H -1.08 -2.12 0.76
H 1.06 -1.27 0.83
H 0.58 0.43 0.68
C -0.57 -5.14 -1.55
C 0.48 -4.35 -0.82
O -0.14 -4.16 0.47
S -0.94 -5.48 0.92
O -2.20 -5.10 1.47
O -0.09 -6.35 1.67
O -1.12 -6.06 -0.57
H -0.24 -5.70 -2.42
H -1.41 -4.50 -1.80
H 0.63 -3.35 -1.24
H 1.45 -4.83 -0.72
C -6.65 1.59 -4.13
C -5.88 2.87 -3.76
O -4.68 2.41 -3.16
S -5.08 1.21 -2.18
O -5.62 1.74 -0.96
O -4.04 0.24 -2.08
O -6.25 0.65 -3.10
H -6.23 1.08 -5.01
H -7.72 1.72 -4.25
H -6.47 3.44 -3.04
H -5.73 3.45 -4.66
*
```

Summary:
HOMO-LUMO gap = 9.4 eV
HOMO level = -0.3303 hartree
LUMO level = 0.38 eV
ΔE to the lowest compared entry with this formula, charge and spin = 32.3 kcal/mol


No. 5
Formula: C4H7NO2
Source: the Open Molecules 2025 dataset
Level of theory: wB97M-V/def2-TZVPD

```
! RIJCOSX wB97M-V def2-TZVPD def2/J DEFGRID3
* xyz 0 1
C 1.99 0.06 -0.03
C -0.08 -0.08 0.04
C -0.92 -1.34 0.02
C -0.77 1.16 0.43
N 0.91 0.08 -1.17
O 3.17 0.18 -0.05
O 1.10 -0.28 0.90
H -0.25 -1.91 0.66
H -1.01 -1.86 -0.86
H -1.99 -1.14 0.23
H -0.07 1.82 0.81
H -1.57 1.01 1.20
H -1.35 1.45 -0.37
H 0.83 0.84 -1.82
*
```

Summary:
structure (SMILES) = CC1(C)NC(=O)O1
HOMO-LUMO gap = 10.9 eV
HOMO level = -0.3722 hartree
LUMO level = 0.76 eV
ΔE to the lowest compared entry with this formula, charge and spin = 42.0 kcal/mol


No. 6
Formula: C22H24N4O3S
Source: the Open Molecules 2025 dataset
Level of theory: wB97M-V/def2-TZVPD

```
! RIJCOSX wB97M-V def2-TZVPD def2/J DEFGRID3
* xyz 0 1
C 0.99 0.74 4.67
C 0.70 -0.41 4.09
C 0.79 -0.65 2.62
N -0.49 -1.02 2.06
C -0.91 -2.31 1.88
O -0.31 -3.30 2.19
C -2.28 -2.21 1.19
N -2.54 -0.79 1.25
C -1.48 -0.11 1.73
S -1.38 1.52 1.91
C -3.79 -0.16 0.94
C -3.68 0.84 -0.19
N -2.84 0.54 -1.17
C -2.72 1.37 -2.19
C -3.43 2.55 -2.29
C -4.31 2.87 -1.26
C -4.44 2.00 -0.19
H -5.10 2.22 0.63
H -4.88 3.79 -1.29
H -3.30 3.21 -3.13
H -2.01 1.07 -2.95
H -4.17 0.35 1.83
H -4.50 -0.95 0.66
C -2.18 -2.74 -0.26
H -2.32 -3.82 -0.25
H -2.95 -2.28 -0.87
C -0.79 -2.47 -0.84
O 0.00 -3.37 -1.06
N -0.56 -1.15 -1.03
C 0.66 -0.52 -1.30
C 1.82 -1.21 -1.64
C 3.00 -0.53 -1.88
C 3.05 0.86 -1.78
C 1.89 1.55 -1.44
C 0.71 0.87 -1.20
H -0.18 1.42 -0.92
H 1.93 2.62 -1.36
O 4.14 1.64 -2.02
C 5.40 1.03 -2.27
C 6.06 0.49 -1.01
H 5.45 -0.30 -0.56
H 7.04 0.09 -1.25
H 6.17 1.29 -0.28
H 6.00 1.84 -2.69
H 5.30 0.25 -3.03
H 3.87 -1.11 -2.14
H 1.79 -2.28 -1.71
H -1.36 -0.52 -0.95
H -3.04 -2.77 1.74
H 1.47 -1.49 2.41
H 1.14 0.25 2.10
H 0.35 -1.26 4.67
H 0.92 0.87 5.74
H 1.33 1.58 4.10
*
```

Summary:
structure (SMILES) = C=CCN1C(=O)[C@H](CC(=O)Nc2ccc(OCC)cc2)N(Cc2ccccn2)C1=S
HOMO-LUMO gap = 8.1 eV
HOMO level = -0.2816 hartree
LUMO level = 0.43 eV
ΔE to the lowest compared entry with this formula, charge and spin = 22.1 kcal/mol


No. 7
Formula: C2H7N2P2
Source: the Open Molecules 2025 dataset
Level of theory: wB97M-V/def2-TZVPD

```
! RIJCOSX wB97M-V def2-TZVPD def2/J DEFGRID3
* xyz 1 1
C -1.58 -0.19 -0.20
C 0.77 0.03 0.18
N -2.81 -0.33 -0.31
N 1.70 0.47 -0.93
P -0.70 1.35 0.14
P -0.24 -1.54 -0.07
H 1.48 -0.08 1.00
H -3.33 -1.12 -0.25
H 1.79 1.53 -0.93
H 1.06 0.13 -1.67
H 2.58 -0.19 -1.02
H -0.01 1.52 2.77
H -0.69 -1.58 1.29
*
```

Summary:
HOMO-LUMO gap (alpha / beta) = 8.2 / 6.6 eV
HOMO level (alpha / beta) = -0.4717 / -0.4667 hartree
LUMO level (alpha / beta) = -4.65 / -6.14 eV
ΔE to the lowest compared entry with this formula, charge and spin = 134.7 kcal/mol


No. 8
Formula: C2Cl3CuO2Te4
Source: the Open Molecules 2025 dataset
Level of theory: wB97M-V/def2-TZVPD

```
! RIJCOSX wB97M-V def2-TZVPD def2/J DEFGRID3
* xyz -2 1
Cu 8.34 6.13 2.93
Te 7.69 3.58 3.49
Te 5.64 3.42 2.01
Te 4.23 5.80 2.12
Te 5.99 7.35 3.07
Cl 12.69 3.16 1.96
C 12.30 4.59 2.92
Cl 12.99 5.91 2.12
Cl 13.10 4.41 4.46
C 10.67 4.70 3.03
O 10.21 3.65 3.50
O 10.14 5.62 2.36
*
```

Summary:
HOMO-LUMO gap = 3.9 eV
HOMO level = 0.0185 hartree
LUMO level = 4.42 eV